[1]
16
Properties=species:S:1:pos:R:3:mulliken_charge:R:1 method="wB97M-V/def2-TZVPD" gap_ev=11.345 de_lowest_kcal_mol=28.2 multiplicity=1 lumo_energy_ev=1.1540 homo_ev=-10.19 smiles=CC(C)[C@H]1CO1
C -0.737 -1.255 -0.931 -1.508
C 0.271 -0.351 -0.219 0.668
C 1.163 0.390 -1.215 -1.469
C -0.464 0.641 0.663 -0.050
C -0.365 0.645 2.126 -0.450
O 0.328 1.604 1.343 -0.437
H -1.395 -1.767 -0.219 0.362
H -0.232 -2.017 -1.534 0.390
H -1.368 -0.663 -1.607 0.340
H 0.915 -0.971 0.421 0.200
H 1.738 -0.316 -1.825 0.390
H 1.863 1.044 -0.686 0.357
H 0.563 1.010 -1.893 0.335
H -1.373 1.060 0.219 0.383
H -1.178 1.039 2.737 0.260
H 0.271 -0.091 2.619 0.231

=====

[2]
16
Properties=species:S:1:pos:R:3:mulliken_charge:R:1 method="wB97M-V/def2-TZVPD" gap_ev="8.113 / 7.227" de_lowest_kcal_mol=136.7 multiplicity=1 lumo_energy_ev="0.6020 / 0.1647" homo_ev="-7.51 / -7.06"
O 1.731 0.166 1.548 -0.502
C 1.532 -0.538 0.422 -0.438
C 0.293 -0.582 -0.266 -0.161
C -1.129 -0.728 0.432 -0.491
C -1.746 0.362 -0.434 -0.396
C -0.288 0.806 -0.636 -0.460
H 0.967 0.744 1.696 0.330
H 1.955 0.756 -1.121 0.083
H 2.349 -1.224 0.228 0.422
H 0.361 -1.230 -1.144 0.315
H -1.083 -0.454 1.490 0.209
H -1.512 -1.748 0.329 0.304
H -2.209 -0.032 -1.345 0.234
H -2.427 1.059 0.058 0.284
H -0.022 1.558 0.127 0.260
H 1.229 1.085 -1.384 0.007